C9H21NOP | ωB97M-V/def2-TZVPD

Properties
**2S+1**: 3
**Total charge**: -1
**Frontier orbital gap (spin up / spin down)**: 0.14893 / 0.24830 Ha
**Calculated total energy**: -22494.0518 eV
**Maximum force**: 4.36 eV/A
**E_HOMO (spin up / spin down)**: -0.689 / -3.403 eV

Each line ends with the Mulliken spin population.
Cartesian coordinates (Å):
C1 3.569 0.410 0.622  -0.0066
H1 -2.658 -2.202 1.103  0.0056
H2 1.267 2.192 0.344  -0.0043
H3 -3.566 -0.037 -1.841  -0.0087
P1 1.313 -2.263 0.218  0.2533
H4 -0.023 -2.046 -1.216  0.0937
H5 -3.009 -0.691 2.033  -0.0002
H6 -3.161 1.719 0.533  0.0005
C2 2.343 0.316 -0.223  -0.0837
C3 2.692 -0.294 -1.555  0.0219
H7 2.577 -1.345 -1.654  0.0008
C4 -3.506 -0.589 -0.791  0.0514
H8 -1.555 1.655 -0.302  0.0006
H9 -1.487 1.501 1.334  0.0013
N1 -1.165 -0.442 -0.858  0.8226
H10 0.284 -2.320 1.222  -0.0098
H11 3.498 1.221 1.497  -0.0150
H12 -3.370 -1.769 -1.027  0.0034
H13 -1.350 -1.139 1.711  -0.0151
C5 1.285 -0.576 0.527  0.6638
H14 3.688 0.019 -1.970  -0.0042
H15 0.552 -0.003 1.177  -0.0330
H16 -4.398 -0.515 -0.278  0.0040
C6 -2.305 -1.146 1.296  0.0475
H17 0.910 1.550 -1.140  0.0097
C7 -2.296 -0.247 0.055  -0.0578
C8 -2.209 1.274 0.483  0.0222
H18 3.647 -0.667 0.892  0.0217
C9 1.756 1.760 -0.474  0.0091
H19 4.434 0.841 0.024  0.0154
H20 2.541 2.292 -0.875  0.0003
H21 1.870 0.086 -2.163  -0.0056
O1 -1.023 -1.791 -1.120  0.1954

Forces on the atoms, in the same order (eV/Å):
1.3 1.6 1.2
0.6 1.1 0.0
0.0 0.7 1.8
0.2 -1.0 2.3
0.2 -0.9 1.5
-0.6 0.7 0.3
0.4 -0.3 -0.4
-1.0 0.8 0.3
-2.1 0.9 1.5
-0.1 1.4 -1.2
0.3 -1.1 0.4
1.4 -2.1 -3.5
-0.7 0.7 -0.5
-1.5 -0.7 -0.3
0.8 -1.1 -0.1
0.1 -1.0 -0.3
-0.2 -2.3 -1.3
-0.4 2.8 0.3
1.6 -0.2 0.8
1.0 2.7 -0.3
-0.9 -0.1 0.3
1.0 -0.9 -0.8
-2.1 0.5 1.1
-2.2 -0.4 -0.4
0.3 0.6 -0.5
-0.2 0.4 0.0
3.0 -1.5 -0.4
1.1 0.9 0.6
-1.4 -3.8 -0.7
-0.6 -0.9 0.5
1.4 1.9 -1.1
0.3 0.0 -0.8
-1.3 0.9 -0.1

C4H8N2O | ωB97M-V/def2-TZVPD

Properties
**Frontier orbital gap**: 0.32625 Ha
**Calculated total energy**: -9304.0348 eV
**Maximum force**: 1.23 eV/A
**E_HOMO**: -8.748 eV
**SMILES**: C/N=C(\C)C(N)=O
**Energy relative to the best compared isomer or geometry (same formula, charge and spin)**: 54.39 kcal/mol

Each line ends with the Löwdin charge.
Cartesian coordinates (Å):
H1 3.183 0.184 -0.022  0.1080
C1 1.354 -0.690 0.149  -0.4886
N1 2.204 0.367 0.099  0.1548
H2 -1.586 -1.314 1.456  0.0945
H3 -0.666 -2.299 0.282  0.0751
H4 -1.959 -1.198 -0.261  0.0768
O1 1.594 -1.804 -0.282  0.0565
H5 -1.946 0.869 -0.832  0.0735
C2 -1.141 -1.336 0.452  -0.0123
H6 1.865 1.254 0.450  0.0930
C3 -1.041 1.438 -0.595  -0.1118
N2 -0.192 0.972 0.461  0.0045
H7 -1.230 2.464 -0.352  0.0667
C4 -0.069 -0.289 0.470  -0.2927
H8 -0.370 1.383 -1.476  0.1020

Forces on the atoms, in the same order (eV/Å):
0.1 0.0 -0.1
0.4 -0.4 0.4
0.3 -0.3 0.3
0.0 -0.1 -0.2
-0.1 -0.1 0.0
0.3 0.1 0.0
0.2 0.1 0.3
0.0 0.2 0.2
0.0 -0.2 0.0
0.1 -0.2 -0.1
-0.6 0.8 0.0
0.4 -0.6 -1.0
-0.7 0.7 -0.5
0.2 -0.2 0.4
-0.5 0.3 0.2

C31H67AsF6N5O9 | ωB97M-V/def2-TZVPD

Properties
**Total charge**: -1
**Frontier orbital gap**: 0.32680 Ha
**Calculated total energy**: -136260.9425 eV
**Maximum force**: 1.09 eV/A
**E_HOMO**: -6.828 eV

Each line ends with the Löwdin charge.
Cartesian coordinates (Å):
H1 -0.717 4.836 -3.795  0.0859
H2 0.160 2.923 4.726  0.1051
H3 4.444 0.196 -3.491  0.0720
H4 3.400 -1.967 1.083  0.0904
H5 -2.844 -0.888 6.959  0.0800
C1 -4.977 1.541 -3.166  -0.1596
H6 5.940 -0.906 0.041  0.0611
H7 -0.989 5.872 -2.359  0.0885
H8 -3.662 1.340 3.359  0.1103
C2 3.298 2.147 3.946  -0.1539
H9 -2.614 4.826 1.330  0.1144
H10 -3.742 -5.645 -2.830  0.1040
H11 -2.087 -4.079 -2.276  0.1069
H12 3.369 1.874 2.891  0.0977
C3 6.022 -1.935 0.411  -0.0369
C4 1.498 -2.038 -3.213  -0.0329
As1 0.140 -0.165 0.643  0.6975
H13 1.590 -4.854 -5.054  0.0806
O1 -2.062 4.219 3.235  -0.1330
C5 1.061 2.854 4.123  -0.1837
H14 -4.278 3.115 1.841  0.1101
H15 1.983 1.542 5.574  0.1150
N1 4.941 -2.724 -0.130  -0.1866
H16 -5.244 2.043 -2.235  0.1031
C6 4.359 0.321 -2.413  -0.0625
O2 -0.657 -0.061 6.495  -0.0003
H17 -1.303 3.659 1.376  0.0966
C7 -5.893 -0.632 -3.455  -0.2302
O3 6.278 -4.323 -1.057  -0.0075
H18 1.845 3.365 -1.083  0.1296
H19 5.182 1.172 -0.075  0.0735
H20 -2.995 0.619 -3.346  0.1119
N2 0.274 4.216 -2.087  -0.1963
C8 -2.984 -1.560 6.119  -0.0578
H21 -3.755 0.365 -1.777  0.1094
H22 -3.476 -3.476 0.378  0.1189
C9 -3.946 0.427 -2.851  -0.1855
H23 0.549 5.954 -3.183  0.0806
C10 1.946 1.679 4.494  -0.1636
H24 -7.106 1.208 -3.575  0.1069
C11 -6.133 0.814 -3.859  -0.1634
F1 -0.093 1.453 1.226  -0.2460
H25 -2.005 2.934 4.856  0.1010
C12 5.179 -3.857 -0.816  -0.3486
F2 -1.055 -0.710 1.767  -0.2487
H26 5.914 -1.878 1.497  0.0951
C13 -2.665 -3.923 -0.204  -0.1912
C14 1.061 -4.120 -4.450  -0.0648
H27 0.413 -1.927 -3.165  0.0962
O4 3.703 -1.753 -4.888  0.0114
O5 5.066 3.827 -2.606  0.0121
H28 -6.013 0.910 -4.939  0.1089
C15 -0.810 -0.709 5.477  -0.3317
O6 2.311 5.208 -1.806  0.0174
H29 -0.063 -0.755 4.666  0.1260
C16 -2.861 2.020 3.070  -0.1605
N3 -1.920 -1.421 5.163  -0.1949
H30 -1.733 -3.374 -0.069  0.1056
H31 4.982 2.911 -0.365  0.0913
O7 -4.493 -0.788 -3.369  -0.1472
C17 -0.620 3.167 -1.687  -0.0715
C18 -3.003 -3.968 -1.687  -0.1676
C19 4.874 2.665 -2.884  -0.3443
C20 -2.660 3.200 4.028  -0.2096
H32 5.089 -0.350 -1.950  0.0807
H33 6.978 -2.337 0.096  0.0852
O8 -2.484 -5.291 0.182  -0.1423
H34 3.352 -0.008 -2.143  0.0568
C21 3.605 -2.211 0.040  -0.0641
H35 2.884 -2.949 -0.308  0.0741
H36 -4.851 -5.126 -1.555  0.1065
H37 -6.374 -0.891 -2.498  0.1204
H38 3.569 1.851 -0.140  0.0749
H39 1.896 -2.357 -2.249  0.0754
C22 3.208 3.683 4.096  -0.2117
C23 -3.234 2.783 1.805  -0.1753
H40 -4.517 2.309 -3.789  0.1020
F3 -1.039 0.130 -0.577  -0.2417
H41 0.808 2.881 3.059  0.1112
H42 -1.000 -2.349 3.506  0.0787
H43 3.519 4.224 3.198  0.1110
F4 0.370 -1.796 0.138  -0.2440
H44 0.092 -3.889 -4.902  0.0884
C24 1.549 4.284 -1.619  -0.3232
H45 -3.471 -3.043 -2.026  0.1037
H46 -3.750 -6.857 -0.318  0.1104
H47 4.928 2.281 -3.917  0.1323
C25 -3.799 -5.269 -1.808  -0.1677
H48 -1.551 3.596 -1.294  0.0861
F5 1.366 -0.449 1.847  -0.2573
H49 0.861 -4.564 -3.469  0.0894
H50 3.425 -1.307 -0.549  0.0544
C26 -3.062 -6.155 -0.791  -0.2103
N4 1.865 -2.940 -4.275  -0.1938
N5 4.552 1.690 -1.995  -0.1781
F6 1.391 0.419 -0.408  -0.2498
H51 -0.210 2.584 -0.867  0.0481
C27 -0.252 5.274 -2.909  -0.0562
H52 -3.939 -1.304 5.649  0.0883
H53 4.252 -4.346 -1.160  0.1305
C28 -1.961 -2.263 3.999  -0.0743
H54 1.630 0.746 4.025  0.0817
H55 -2.246 -6.685 -1.292  0.1131
O9 1.874 3.989 4.456  -0.1400
C29 4.569 1.929 -0.579  -0.0467
H56 4.151 1.717 4.469  0.1019
H57 1.862 -1.033 -3.415  0.0802
C30 2.970 -2.713 -5.005  -0.3455
H58 -3.618 3.552 4.433  0.1143
H59 -1.889 1.534 2.990  0.0918
C31 -2.252 3.932 1.849  -0.2101
H60 3.148 -3.539 -5.721  0.1321
H61 -3.207 2.160 0.905  0.1048
H62 -0.886 2.485 -2.501  0.0861
H63 -6.295 -1.348 -4.176  0.1167
H64 -3.023 -2.590 6.485  0.0884
H65 -2.350 -3.254 4.253  0.0871
H66 3.835 4.033 4.924  0.1095
H67 -2.660 -1.838 3.271  0.0805

Forces on the atoms, in the same order (eV/Å):
0.0 0.2 -0.1
-0.1 0.0 -0.1
0.1 0.2 0.0
0.0 -0.1 0.0
0.2 0.1 0.0
0.6 0.2 0.3
0.1 -0.1 0.0
-0.1 -0.1 -0.1
0.2 -0.2 0.2
-0.2 0.2 -0.2
-0.1 0.0 0.2
-0.1 -0.2 0.1
0.1 0.0 0.1
0.0 0.0 0.0
-0.3 0.5 0.0
-0.3 0.7 0.1
0.6 0.3 0.9
0.0 0.0 -0.1
0.1 0.2 0.0
0.3 0.3 0.4
0.1 0.2 0.3
-0.1 0.1 0.0
0.1 0.0 -0.1
-0.3 -0.1 -0.1
-0.3 -0.1 -0.2
0.0 0.0 0.0
0.0 -0.1 0.2
-0.5 -0.4 0.2
-0.1 0.0 0.1
-0.1 0.1 0.1
0.0 0.1 -0.1
0.1 -0.2 0.0
0.3 0.1 0.1
-0.4 0.0 -0.1
0.0 -0.2 0.0
0.1 0.1 0.1
-0.2 0.4 -0.2
0.1 -0.1 -0.1
0.1 -0.3 -0.4
-0.1 -0.1 0.0
0.3 0.2 0.0
0.0 0.2 0.1
0.1 0.2 0.0
0.3 0.0 -0.1
-0.4 0.0 0.0
0.3 -0.1 0.0
0.3 -0.1 -0.6
-0.1 -0.2 0.3
0.0 -0.3 0.2
0.1 0.0 -0.1
0.3 0.1 0.0
-0.1 0.0 0.0
-0.1 0.1 -0.2
-0.1 0.1 0.0
0.1 0.0 0.1
-0.2 0.7 0.3
0.7 0.0 0.5
-0.1 0.0 0.4
-0.1 0.1 -0.1
0.2 0.0 0.0
-0.5 -0.2 0.3
0.1 0.1 0.0
-0.2 -0.1 0.2
-0.3 -0.4 -0.1
0.0 0.1 0.0
0.0 -0.2 0.1
-0.1 0.1 0.2
0.1 0.0 0.1
-0.4 0.1 -0.1
0.0 -0.1 0.2
0.0 0.0 0.1
0.1 0.3 0.1
0.0 0.0 -0.1
-0.2 -0.1 0.0
0.5 -0.1 0.5
-0.2 -0.7 -0.6
-0.1 0.0 -0.1
-0.3 -0.2 -0.3
0.0 -0.2 0.0
0.1 0.0 0.1
-0.1 -0.1 -0.1
0.0 -0.4 -0.6
0.0 0.0 -0.1
0.1 -0.1 -0.2
-0.3 -0.2 -0.1
0.2 -0.1 0.1
0.0 0.0 0.0
0.2 0.4 -0.1
0.0 0.0 -0.1
0.1 0.1 0.2
0.0 -0.1 -0.1
0.2 0.0 0.2
-0.1 0.3 -0.4
-0.1 0.1 0.0
0.3 -0.2 -0.4
0.1 -0.1 -0.4
0.2 -0.1 -0.1
-0.1 0.2 0.2
0.0 -0.2 0.0
-0.1 0.0 0.0
-0.9 0.0 -0.5
0.0 0.0 0.0
-0.1 -0.2 0.1
-0.4 0.0 -0.2
-0.1 0.0 0.6
0.0 0.0 0.0
0.3 -0.1 -0.1
0.1 -0.3 0.0
0.0 0.0 0.0
-0.2 -0.4 -0.3
-0.1 0.2 -0.4
0.1 0.2 -0.1
0.5 0.1 0.0
0.1 0.1 -0.1
0.2 0.0 -0.1
-0.1 0.0 0.0
0.2 0.0 0.1
0.1 0.0 -0.1
0.1 -0.1 -0.1

C6H12O | ωB97M-V/def2-TZVPD

Properties
**Frontier orbital gap**: 0.19019 Ha
**Calculated total energy**: -8455.1158 eV
**Maximum force**: 3.76 eV/A
**E_HOMO**: -8.270 eV
**Energy relative to the best compared isomer or geometry (same formula, charge and spin)**: 213.04 kcal/mol

Each line ends with the Löwdin charge.
Cartesian coordinates (Å):
C1 -1.351 -0.634 -0.514  -0.1429
H1 1.390 -1.081 -2.426  0.0811
H2 -1.468 0.242 -1.152  0.0933
O1 0.728 -0.303 2.320  -0.2858
H3 0.618 2.237 0.345  0.0819
C2 1.125 0.223 -0.289  -0.1311
H4 -1.930 -1.434 -0.961  0.1150
C3 0.686 -0.521 -1.811  0.1797
H5 -0.864 0.546 1.138  0.0439
H6 1.634 2.196 -1.121  0.0821
H7 1.508 -0.773 2.649  -0.0580
H8 0.454 -1.796 0.079  0.1531
H9 -2.603 0.026 1.166  0.0831
H10 -1.258 -1.054 1.592  0.0651
H11 -0.042 1.621 -1.227  0.0600
C4 0.214 -0.945 -0.564  -0.3468
H12 1.908 -0.008 0.428  0.1056
C5 -1.575 -0.248 0.932  -0.1109
C6 0.827 1.705 -0.585  -0.0682

Forces on the atoms, in the same order (eV/Å):
0.7 1.5 0.5
-0.7 -0.5 -0.6
-0.5 0.0 -0.1
0.5 -0.1 -0.8
0.0 0.1 0.0
-1.2 2.3 -0.4
0.2 -0.4 0.1
3.3 -1.3 1.3
-0.5 0.2 0.3
0.1 -0.2 -0.1
0.0 0.1 -0.1
-0.1 -0.5 -0.6
0.0 0.1 -0.2
-0.2 0.0 0.0
-0.1 0.9 -0.1
-1.1 -0.1 -0.1
0.7 -0.3 -0.7
-0.4 -0.4 0.1
-0.7 -1.5 1.3